This record from the OMol25 dataset describes 4 unconnected molecules or ions with the total composition C3H14N2O3. The level of theory is ωB97M-V/def2-TZVPD.

The geometry in XYZ format:
```
22
Properties=species:S:1:pos:R:3:forces:R:3
C 1.0238 0.6431 -0.9926 0.011 0.691 -0.279
N -0.9666 -1.9526 -1.3828 0.092 0.865 -0.857
C -0.0647 -2.5339 -0.5150 1.789 0.251 1.323
O -0.1892 -2.2202 0.9724 -3.831 1.898 -2.897
C -0.2809 1.4485 -1.1732 1.689 1.540 0.577
N -0.4117 2.5726 -0.2554 -0.648 -2.867 0.846
H 0.9700 -0.1815 -1.7119 0.343 0.443 -0.239
H 1.8381 1.3685 -1.1905 0.042 -0.883 0.198
H 1.1174 0.1253 -0.0122 -0.046 0.854 -0.484
H 0.0045 -3.6182 -0.5466 -0.589 -0.535 -0.238
H 0.9008 -2.1630 -0.8281 0.482 0.112 0.426
H -1.0341 -1.5868 0.8183 2.724 -1.646 1.541
H -0.4373 1.8562 -2.1830 -0.114 -0.548 0.007
H -0.9678 0.6355 -0.9936 -1.835 -1.010 0.140
H -1.3605 2.9446 -0.2921 0.142 0.419 -0.504
H -0.3567 2.0806 0.7723 0.248 0.391 -0.032
H 1.0145 0.7855 1.8403 1.254 -0.936 0.781
H -1.8769 -2.3686 -1.4897 -0.707 -0.296 0.858
O -0.4795 1.0915 1.8561 -1.792 1.795 0.455
H -0.8550 1.5457 2.6701 0.641 -0.672 -1.459
H 0.8250 -0.4765 2.4677 -0.325 -1.173 0.486
O 1.5868 0.0036 2.1694 0.432 1.308 -0.647
```
Positions in Å, forces in eV/Å.

Calculated values
LUMO: -5.045 eV
DFT total energy: -12451.6843 eV
orbital gap: 3.58 eV
E_HOMO: -0.317 Eh